Entry 1:
A single C3H4O2 molecule. Source: the Open Molecules 2025 dataset; level of theory: ωB97M-V/def2-TZVPD.

Results
HOMO: -8.4 eV
Orbital gap: 9.4 eV
LUMO: 1.04 eV
DFT total energy: -7268.3888 eV
SMILES string: C1=COCO1

```
! RIJCOSX wB97M-V def2-TZVPD def2/J DEFGRID3
* xyz 0 1
C -1.1344 -0.2606 0.0929
C -0.6458 0.9833 -0.2112
O 0.7576 0.8961 -0.4186
C 0.9586 -0.3468 0.2411
O -0.0986 -1.2031 0.2790
H -2.1912 -0.6589 0.0540
H -1.1432 1.9097 -0.5167
H 1.3446 -0.1887 1.3059
H 1.6473 -0.8619 -0.4641
*
```

Entry 2:
10 unconnected molecules or ions with the total composition C28H69BN3O23. Source: the Open Molecules 2025 dataset; level of theory: ωB97M-V/def2-TZVPD.

Results
HOMO: -7.5 eV
Orbital gap: 9.3 eV
LUMO: 1.83 eV
DFT total energy: -82392.1984 eV

```
! RIJCOSX wB97M-V def2-TZVPD def2/J DEFGRID3
* xyz -1 1
O -0.1984 -1.5151 -1.9629
C 0.0110 -0.3904 -1.4158
O 1.1061 0.1199 -1.1909
B 1.0195 1.4520 -0.4951
O -0.3988 1.7044 -0.4129
C -1.0658 0.5447 -0.7617
O -2.2825 0.3636 -0.6658
O 1.7456 2.5603 -1.1459
C 2.3543 3.2196 -0.1430
O 2.9878 4.2859 -0.1020
C 2.2578 2.3080 1.1165
O 1.5941 1.2510 0.8856
O 2.7731 2.5330 2.1852
C 6.8004 3.4014 -5.4708
C 7.7522 2.9012 -6.5138
C 9.2519 3.3394 -6.1645
O 10.2565 2.9893 -7.2325
C 11.6053 3.3797 -6.9064
N 7.5564 1.4778 -6.6161
H 5.8361 2.9057 -5.5827
H 6.6625 4.4688 -5.6429
H 7.0819 3.1030 -4.4609
H 7.4199 3.1995 -7.5081
H 9.3700 2.8791 -5.1835
H 9.3390 4.4244 -6.1080
H 11.7151 4.4548 -7.0486
H 12.2748 2.9352 -7.6428
H 11.8382 2.9550 -5.9299
H 6.6795 1.4206 -7.1139
H 7.5013 0.8398 -5.8351
C -8.6791 -1.8759 9.7583
C -7.6090 -1.4521 8.6690
C -7.7941 -0.0132 8.0299
O -6.9057 0.0618 6.9353
C -7.4093 -0.3397 5.6782
N -6.3401 -1.3357 9.4147
H -8.3544 -2.6602 10.4420
H -9.5934 -2.1677 9.2416
H -8.7624 -1.0903 10.5093
H -7.7245 -2.1872 7.8726
H -7.6085 0.8314 8.6934
H -8.8061 0.0039 7.6254
H -6.6835 0.0418 4.9600
H -8.3542 0.1390 5.4213
H -7.5792 -1.4063 5.5312
H -6.1966 -0.5881 10.0786
H -5.6815 -1.1613 8.6691
C -7.4495 -2.3781 -4.2616
C -8.5274 -2.4720 -3.2599
C -9.0065 -1.1469 -2.6668
O -9.6879 -0.4034 -3.6703
C -10.2226 0.7877 -3.1917
N -9.7089 -3.1572 -3.8701
H -6.9114 -3.3106 -4.4321
H -6.5856 -1.7872 -3.9572
H -7.7675 -1.9763 -5.2236
H -8.1723 -3.1369 -2.4726
H -8.1565 -0.5195 -2.3984
H -9.5814 -1.4072 -1.7780
H -11.0306 1.2627 -3.7483
H -9.5680 1.6579 -3.1432
H -10.6075 0.6362 -2.1833
H -10.3271 -3.3002 -3.0843
H -10.1928 -2.3742 -4.2857
C -3.2595 -8.1749 0.0389
C -3.9016 -6.9938 0.7770
O -3.0026 -5.8654 0.7594
O -3.9029 -8.4723 -1.1314
H -3.1815 -9.0631 0.6660
H -2.2100 -7.8980 -0.0613
H -4.1165 -7.1479 1.8344
H -4.8663 -6.7273 0.3451
H -3.5819 -5.1291 0.5499
H -3.3781 -8.6882 -1.9058
C -2.9680 6.8232 2.0415
C -3.9033 7.7653 2.6950
O -4.0580 7.5051 4.0820
O -1.6669 7.3474 2.2634
H -3.1215 6.8465 0.9626
H -3.0765 5.7773 2.3287
H -4.8765 7.7695 2.2042
H -3.4902 8.7684 2.8002
H -3.5095 6.7392 4.2671
H -0.9739 7.0034 1.6950
C 6.9752 6.3793 6.5882
C 7.3043 7.4382 5.6476
O 8.6042 7.3215 5.1326
O 7.6796 6.6155 7.7675
H 7.2719 5.4702 6.0650
H 5.9134 6.2637 6.8055
H 7.1589 8.4533 6.0171
H 6.6791 7.3182 4.7629
H 8.6779 7.5256 4.1975
H 8.6205 6.6988 7.5959
C 2.4979 -4.7195 3.2319
C 3.3890 -4.0758 4.3256
O 4.1846 -5.1052 5.0201
O 1.4814 -5.6032 3.6030
H 3.2947 -5.2323 2.6932
H 2.1526 -3.8693 2.6436
H 2.7463 -3.5066 4.9973
H 4.1106 -3.3805 3.8967
H 3.4893 -5.7490 5.1742
H 0.5691 -5.3769 3.4077
C 8.5260 -1.7329 -1.8575
C 7.0581 -2.0853 -1.9427
O 6.7659 -2.5631 -3.2785
O 9.3041 -2.9671 -1.8930
H 8.7239 -1.1936 -0.9312
H 8.8562 -1.1199 -2.6961
H 6.5563 -1.1379 -1.7458
H 6.7720 -2.8165 -1.1866
H 7.0188 -3.4805 -3.4056
H 9.7801 -2.9898 -2.7264
C 1.4081 -2.5691 -7.3069
C -0.0572 -2.9628 -7.6176
O -0.2766 -4.2663 -7.0216
O 2.3326 -2.9420 -8.2150
H 1.5820 -2.8956 -6.2816
H 1.4665 -1.4825 -7.3704
H -0.2465 -3.0033 -8.6902
H -0.6773 -2.2100 -7.1308
H -0.1980 -4.0183 -6.0976
H 2.2913 -3.9011 -8.2232
*
```

Entry 3:
A molecular structure, C25H56N6O3PSbSe4Sn. Source: the Open Molecules 2025 dataset; level of theory: ωB97M-V/def2-TZVPD.

Results
HOMO (alpha / beta): -12.8 / -13.0 eV
Orbital gap (alpha / beta): 5.9 / 5.5 eV
LUMO (alpha / beta): -6.90 / -7.50 eV
DFT total energy: -324945.8428 eV

```
! RIJCOSX wB97M-V def2-TZVPD def2/J DEFGRID3
* xyz 2 1
Sn -0.1768 1.0801 -1.7779
C -1.5710 -2.2798 -3.3116
O -1.0936 -0.9856 -3.6560
C -0.7958 -0.8879 -5.0466
C -0.4778 0.5400 -5.3959
O 0.5651 1.1335 -4.6288
C 1.9050 0.7465 -4.8954
C 2.3933 -0.3679 -3.9968
O 2.1774 -0.0383 -2.6226
C 2.8528 -0.9514 -1.7602
H -2.4903 -2.5152 -3.8519
H -0.8223 -3.0457 -3.5325
H -1.7760 -2.2775 -2.2419
H 0.0278 -1.5661 -5.2937
H -1.6627 -1.1900 -5.6441
H -0.2557 0.6105 -6.4658
H -1.3532 1.1548 -5.1926
H 2.0237 0.4425 -5.9398
H 2.5264 1.6293 -4.7269
H 1.9013 -1.3182 -4.2205
H 3.4661 -0.4941 -4.1737
H 3.9332 -0.8933 -1.9042
H 2.6033 -0.6794 -0.7354
H 2.5221 -1.9769 -1.9521
N 1.1231 3.1166 -1.7331
C 0.7621 4.3613 -0.9927
C 0.4375 4.1668 0.5022
C -1.0514 4.1754 0.8752
C -1.7985 2.8631 0.7197
N -1.9351 2.5034 -0.7158
H 2.0438 2.8081 -1.4406
H 1.2369 3.3653 -2.7145
H -0.0892 4.8006 -1.5114
H 1.5827 5.0722 -1.0888
H 0.9131 4.9837 1.0455
H 0.9022 3.2442 0.8679
H -1.5592 4.9481 0.2873
H -1.1569 4.4782 1.9191
H -2.7751 2.9477 1.1996
H -1.2504 2.0611 1.2146
H -2.0727 3.3479 -1.2729
H -2.7816 1.9634 -0.8785
N 0.0363 -0.0913 0.0193
P -0.0109 -0.6250 1.4778
N 0.2568 -2.2692 1.3308
C 1.5204 -2.8774 1.8180
C 1.6156 -4.3514 1.4385
C 0.2632 -5.0214 1.6542
C -0.7686 -4.4472 0.6730
C -0.3959 -3.0280 0.2343
N 1.0870 -0.0698 2.5600
C 1.1916 -0.4871 3.9832
C 2.6247 -0.8128 4.3832
C 3.5534 0.4024 4.1847
C 2.9500 1.3996 3.1899
C 2.2775 0.6601 2.0468
N -1.5156 -0.3630 2.0831
C -1.8820 0.0199 3.4583
C -2.5962 -1.1354 4.1562
C -3.8435 -1.5333 3.3659
C -3.4893 -1.8401 1.9100
C -2.7238 -0.6758 1.2863
H 1.5367 -2.7986 2.9019
H 2.3766 -2.3157 1.4339
H 2.3856 -4.8053 2.0616
H 1.9380 -4.4703 0.4007
H -0.0558 -4.8380 2.6844
H 0.3391 -6.1005 1.5347
H -1.7617 -4.4594 1.1210
H -0.8212 -5.0625 -0.2272
H -1.2694 -2.4835 -0.1102
H 0.2981 -3.0708 -0.6081
H 0.5370 -1.3420 4.1601
H 0.8371 0.3220 4.6245
H 2.9907 -1.6610 3.8044
H 2.6160 -1.1298 5.4267
H 4.5153 0.0594 3.8029
H 3.7517 0.8982 5.1342
H 3.7254 2.0564 2.7924
H 2.2109 2.0399 3.6805
H 2.9984 -0.0298 1.5867
H 1.9513 1.3393 1.2751
H -2.5691 0.8697 3.3819
H -1.0127 0.3585 4.0023
H -2.8595 -0.8358 5.1714
H -1.9091 -1.9859 4.2249
H -4.5630 -0.7082 3.3960
H -4.3273 -2.3943 3.8265
H -4.3877 -2.0424 1.3248
H -2.8575 -2.7318 1.8712
H -3.3592 0.2176 1.2997
H -2.4468 -0.8661 0.2523
Se -3.1478 6.3928 -2.9551
Sb -2.8931 5.0591 -4.8861
Se -0.8476 5.6193 -6.5098
Se -3.5374 2.7756 -4.8855
Se 0.5137 4.1934 -5.5643
*
```

Entry 4:
A molecular structure, C29H28FeN5O3. Source: the Open Molecules 2025 dataset; level of theory: ωB97M-V/def2-TZVPD.

Results
HOMO (alpha / beta): -13.0 / -13.0 eV
Orbital gap (alpha / beta): 7.3 / 5.3 eV
LUMO (alpha / beta): -5.72 / -7.77 eV
DFT total energy: -78495.5066 eV
<S²>: 8.7590

```
! RIJCOSX wB97M-V def2-TZVPD def2/J DEFGRID3
* xyz 2 6
Fe -12.0471 -6.7845 -9.3354
C -15.8911 -5.6537 -7.4992
C -14.4150 -5.9154 -7.5029
O -13.8319 -6.6690 -8.3221
N -13.7458 -5.3547 -6.5046
C -12.4240 -5.8649 -6.1973
C -11.2658 -5.1956 -6.9015
C -10.3159 -4.6628 -6.0659
C -9.3116 -3.8658 -6.5830
C -9.2873 -3.6115 -7.9539
C -10.2228 -4.2596 -8.7714
N -11.1397 -5.1069 -8.2496
H -16.3870 -6.6199 -7.3587
H -16.2280 -5.2149 -8.4495
H -16.1413 -4.9827 -6.7004
H -14.2524 -4.9390 -5.7274
H -12.4136 -6.9315 -6.3076
H -12.2685 -5.7275 -5.1276
H -10.3622 -4.7528 -4.9624
H -8.5107 -3.4783 -5.9566
H -8.6131 -2.8815 -8.3703
H -10.2306 -4.1404 -9.8463
O -10.8483 -6.3772 -10.8860
C -11.8443 -6.1705 -11.5930
N -11.9792 -5.8525 -12.8890
C -13.4013 -5.8069 -13.2983
C -14.0698 -6.2295 -11.9704
O -15.2220 -6.3580 -11.8029
N -13.0067 -6.3321 -10.9798
C -13.9864 -4.4140 -13.5892
C -15.4051 -4.2206 -13.6434
C -15.9506 -2.9761 -13.7200
C -15.0961 -1.8777 -13.8908
C -13.7204 -2.0408 -14.0188
C -13.1717 -3.2869 -13.8054
C -13.7407 -6.7293 -14.4621
C -14.9820 -7.3095 -14.6655
C -15.2209 -8.1107 -15.7836
C -14.2436 -8.3451 -16.7402
C -13.0121 -7.7086 -16.5798
C -12.7800 -6.9214 -15.4539
H -11.2460 -5.8111 -13.5869
H -16.0008 -5.1119 -13.6138
H -17.0246 -2.7443 -13.6964
H -15.5183 -0.8765 -14.0396
H -13.1636 -1.1417 -14.2815
H -12.0859 -3.4074 -13.8087
H -15.7451 -7.0740 -13.9616
H -16.1767 -8.5669 -15.9864
H -14.4446 -8.9100 -17.6340
H -12.2917 -7.7592 -17.3840
H -11.8200 -6.3849 -15.4298
C -10.2808 -12.9274 -9.3314
C -10.7334 -11.4897 -9.2642
C -9.8340 -10.4152 -9.2128
C -10.2534 -9.0999 -9.1656
N -11.5536 -8.7584 -9.0984
C -12.4453 -9.7774 -9.0680
C -12.0561 -11.1146 -9.1734
H -9.5102 -13.1053 -8.6084
H -9.8291 -13.1211 -10.3396
H -11.0880 -13.6616 -9.2103
H -8.7613 -10.6244 -9.2403
H -9.5502 -8.2847 -9.2480
H -13.4737 -9.5108 -8.8991
H -12.8642 -11.8399 -9.1922
*
```

Entry 5:
A molecular structure, C35H32N6O2Sc. Source: the Open Molecules 2025 dataset; level of theory: ωB97M-V/def2-TZVPD.

Results
HOMO: -10.5 eV
Orbital gap: 6.8 eV
LUMO: -3.72 eV
DFT total energy: -70549.3755 eV

```
! RIJCOSX wB97M-V def2-TZVPD def2/J DEFGRID3
* xyz 1 1
Sc 0.3287 1.3689 -0.0003
O 4.0718 0.9099 -2.6321
C 4.2991 2.2311 -2.7699
C 5.3605 2.6106 -3.5883
C 5.6474 3.9443 -3.7858
C 4.8851 4.9331 -3.1648
C 3.8446 4.5723 -2.3419
C 3.5315 3.2223 -2.1265
C 2.4513 2.8725 -1.2069
O 1.9114 1.6827 -1.2297
N 2.0969 3.7885 -0.3133
N 1.2074 3.2643 0.5592
C 0.8605 3.8993 1.6170
C 0.0368 3.1634 2.5686
C -0.3492 3.7060 3.7869
C -1.0676 2.9246 4.6752
C -1.4082 1.6312 4.3092
C -1.0132 1.1739 3.0649
N -0.2898 1.9008 2.2164
H 3.2450 0.7778 -2.1443
H 5.9386 1.8331 -4.0701
H 6.4640 4.2227 -4.4385
H 5.1169 5.9767 -3.3271
H 3.2395 5.3182 -1.8463
H 1.2036 4.9082 1.8238
H -0.0838 4.7265 4.0279
H -1.3595 3.3185 5.6394
H -1.9693 0.9866 4.9700
H -1.2991 0.1848 2.7243
C -2.2912 -3.1511 1.8278
C -2.4788 -3.9803 0.5848
C -3.4582 -4.9689 0.5507
C -3.6341 -5.7769 -0.5604
C -2.8268 -5.6083 -1.6747
C -1.8571 -4.6216 -1.6721
C -1.6808 -3.8125 -0.5545
N -0.6383 -2.8381 -0.5864
C -0.8008 -1.5033 -0.4156
N -2.0625 -1.0629 -0.5219
C -2.6141 0.2458 -0.4461
C -1.8017 1.3831 -0.3836
C -2.4735 2.6105 -0.2856
C -3.8545 2.7034 -0.2554
C -4.6173 1.5493 -0.3499
C -4.0155 0.3045 -0.4570
C -4.8549 -0.9405 -0.5975
N 0.2291 -0.7112 -0.1625
C 1.5493 -1.2773 -0.2146
C 2.1312 -1.5019 -1.4647
C 3.4126 -2.0105 -1.5674
C 4.1301 -2.2972 -0.4148
C 3.5518 -2.0872 0.8250
C 2.2590 -1.5842 0.9530
C 1.6486 -1.4192 2.3208
H -2.6236 -3.7086 2.7018
H -2.8748 -2.2275 1.7803
H -1.2445 -2.8786 1.9657
H -4.0787 -5.1199 1.4259
H -4.3934 -6.5477 -0.5523
H -2.9550 -6.2370 -2.5454
H -1.2269 -4.4661 -2.5392
H 0.3114 -3.1641 -0.6775
H -2.7299 -1.7910 -0.7297
H -1.9015 3.5356 -0.2438
H -4.3341 3.6693 -0.1588
H -5.6981 1.6168 -0.3465
H -5.9128 -0.6887 -0.5779
H -4.6763 -1.6608 0.2069
H -4.6570 -1.4399 -1.5510
H 1.5619 -1.2595 -2.3555
H 3.8574 -2.1621 -2.5412
H 5.1405 -2.6769 -0.4827
H 4.1074 -2.3291 1.7232
H 2.4110 -1.1767 3.0595
H 1.1694 -2.3490 2.6364
H 0.8949 -0.6349 2.3278
*
```

Entry 6:
A molecular structure, C27H38BIrN3O4SSi. Source: the Open Molecules 2025 dataset; level of theory: ωB97M-V/def2-TZVPD.

Results
HOMO (alpha / beta): -13.5 / -13.4 eV
Orbital gap (alpha / beta): 7.6 / 6.6 eV
LUMO (alpha / beta): -5.84 / -6.87 eV
DFT total energy: -63492.4147 eV
<S²>: 0.7533

```
! RIJCOSX wB97M-V def2-TZVPD def2/J DEFGRID3
* xyz 2 2
Ir -0.7459 0.7175 0.2506
C 2.2853 -0.9858 -0.6110
Si 1.6689 0.4260 0.4443
C 2.4996 2.0089 -0.1318
C 2.1096 3.1837 0.7700
C 4.0344 1.8873 -0.1379
C 2.0652 2.2663 -1.5807
C 1.7821 -0.0225 2.2833
C 1.5359 -1.5227 2.4953
C 3.1891 0.3001 2.8088
C 0.7382 0.7712 3.0869
H 3.3605 -1.0723 -0.4244
H 2.1609 -0.8004 -1.6791
H 1.8466 -1.9505 -0.3644
H 2.5677 3.0913 1.7566
H 1.0315 3.2450 0.9258
H 2.4337 4.1356 0.3445
H 4.4501 1.8212 0.8654
H 4.4606 2.7763 -0.6091
H 4.3778 1.0257 -0.7133
H 0.9824 2.2846 -1.7051
H 2.4585 1.4972 -2.2494
H 2.4548 3.2267 -1.9245
H 2.3006 -2.1296 2.0096
H 0.5649 -1.8541 2.1310
H 1.5740 -1.7474 3.5645
H 3.9732 -0.1291 2.1825
H 3.3044 -0.1226 3.8106
H 3.3634 1.3723 2.8850
H -0.2903 0.5909 2.7220
H 0.9120 1.8467 3.0492
H 0.7457 0.4674 4.1374
O -1.6328 3.1649 0.3839
B -1.9984 2.4631 -0.7789
O -1.3704 2.9711 -1.9062
C -0.7587 4.1366 -1.4672
C -0.0618 5.0661 -2.2078
C 0.4230 6.1661 -1.5085
C 0.2270 6.3105 -0.1355
C -0.4525 5.3517 0.6062
C -0.9326 4.2761 -0.1048
H 0.0819 4.9527 -3.2728
H 0.9583 6.9347 -2.0479
H 0.6131 7.1872 0.3651
H -0.5973 5.4430 1.6732
N -6.2232 0.1947 0.1695
C -5.5285 1.2534 -0.6334
C -4.0583 1.2250 -0.2449
O -3.3619 2.0414 -0.9695
O -3.6729 0.5282 0.6704
H -7.0781 0.5336 0.6148
H -5.5445 -0.1003 0.8987
H -6.4680 -0.6225 -0.3931
H -5.9443 2.2277 -0.3804
H -5.6650 1.0833 -1.6986
S -1.8263 -5.7248 0.1257
C -1.5244 -4.0035 0.0853
C -0.9173 -3.3490 -0.9907
C -0.7153 -1.9918 -0.9312
N -1.0932 -1.2499 0.1282
C -1.7158 -1.8656 1.1520
C -1.9404 -3.2213 1.1674
C -0.5949 -6.3035 -1.0269
C -0.9538 -6.7072 -2.3013
C 0.0568 -7.1480 -3.1490
N 1.3365 -7.1981 -2.7969
C 1.6586 -6.8268 -1.5612
C 0.7316 -6.3748 -0.6313
H -0.5861 -3.8956 -1.8622
H -0.2406 -1.4584 -1.7425
H -2.0011 -1.2395 1.9861
H -2.4035 -3.6748 2.0330
H -1.9846 -6.6926 -2.6275
H -0.1789 -7.4713 -4.1555
H 2.7060 -6.8988 -1.2948
H 1.0377 -6.0982 0.3682
*
```

Entry 7:
A molecular structure, C2H3I3O2. Source: the Open Molecules 2025 dataset; level of theory: ωB97M-V/def2-TZVPD.

Results
HOMO: -8.5 eV
Orbital gap: 7.3 eV
LUMO: -1.17 eV
DFT total energy: -30517.2193 eV

```
! RIJCOSX wB97M-V def2-TZVPD def2/J DEFGRID3
* xyz 0 1
C 0.6954 1.6905 -0.7662
C -0.1485 0.9707 -0.0287
O 0.1050 0.5370 1.1767
O -0.4663 -2.3606 1.0364
I 2.6950 2.0483 -0.4208
I 0.4251 -2.9424 -0.6123
I -1.9365 0.5545 -0.9753
H 0.3447 2.1438 -1.7257
H -0.1765 -0.3487 1.2964
H -1.5375 -2.2930 1.0196
*
```

Entry 8:
2 unconnected molecules or ions with the total composition C5H8N3. Source: the Open Molecules 2025 dataset; level of theory: ωB97M-V/def2-TZVPD.

Results
HOMO: -13.6 eV
Orbital gap: 9.7 eV
LUMO: -3.92 eV
DFT total energy: -9775.5673 eV

```
! RIJCOSX wB97M-V def2-TZVPD def2/J DEFGRID3
* xyz 1 1
C 1.2395 -1.3199 0.2297
C 1.2547 0.0258 0.0423
C -0.8874 -0.3916 0.2719
C -3.0340 0.0372 0.0672
C 2.3943 0.9328 -0.0908
N -3.4766 0.7532 -0.7827
N 0.0114 0.5475 0.1649
N -0.2075 -1.5292 0.2332
H 2.0174 -2.0821 0.2545
H -3.4492 -0.5190 0.9794
H 3.2824 0.4418 0.2514
H 2.4975 1.0174 -1.1912
H 2.0618 1.9239 0.3089
H -2.7375 1.1033 -1.3499
H -0.2565 1.4823 0.1518
H -0.7103 -2.4237 0.4594
*
```